1.
147
Properties=species:S:1:pos:R:3:lowdin_charge:R:1 method="wB97M-V/def2-TZVPD" gap_ev="5.9 / 5.4" spin_multiplicity=2 total_charge=+2 homo_energy_ev="-11.763 / -11.756" de_lowest_kj_mol=0.0 total_energy_ev=-169295.08165
W 0.66 0.91 0.36 1.038
C -2.06 4.54 1.43 -0.097
C -2.47 3.17 2.01 -0.500
C -2.06 3.05 3.48 -0.072
P -2.01 1.74 0.90 1.022
C -2.73 0.38 1.87 -0.369
N -2.61 -0.89 1.17 -0.136
Ge -0.96 -1.35 0.03 0.908
N -0.87 -1.96 -1.73 -0.182
C -0.11 -1.33 -2.78 -0.416
P 0.11 0.44 -2.57 0.999
C -1.55 1.11 -3.10 -0.543
C -1.54 2.43 -3.88 -0.103
C -2.42 0.09 -3.84 -0.097
C 1.28 0.77 -3.95 -0.500
C 0.79 0.19 -5.29 -0.072
C 1.70 2.24 -4.13 -0.107
C -1.29 -3.27 -2.02 -0.243
C -0.91 -3.95 -3.18 -0.020
C -1.33 -5.26 -3.38 -0.055
C -2.10 -5.92 -2.43 -0.058
C -2.47 -5.24 -1.28 -0.003
C -2.07 -3.93 -1.11 -0.162
N -2.43 -3.12 0.05 -0.040
C -3.77 -2.61 0.08 -0.206
C -4.88 -3.13 -0.54 -0.001
C -6.13 -2.60 -0.22 -0.066
C -6.23 -1.61 0.75 -0.072
C -5.10 -1.04 1.31 -0.037
C -3.81 -1.48 0.90 -0.271
C -2.11 -3.79 1.33 -0.154
C -3.00 -4.53 2.08 0.006
C -2.55 -5.21 3.21 -0.062
C -1.22 -5.12 3.56 -0.067
C -0.33 -4.33 2.82 -0.020
C -0.78 -3.64 1.70 -0.247
N -0.02 -2.75 0.93 -0.195
C 1.34 -2.57 1.38 -0.396
P 2.27 -1.35 0.38 1.055
C 2.99 -2.56 -0.88 -0.455
C 2.01 -3.66 -1.32 -0.087
C 3.77 -2.02 -2.09 -0.098
C 3.74 -1.22 1.51 -0.485
C 5.05 -0.79 0.85 -0.067
C 3.45 -0.37 2.75 -0.088
C -3.20 2.04 -0.49 -0.495
C -4.45 2.85 -0.11 -0.084
C -3.69 0.78 -1.23 -0.113
H -2.71 5.32 1.85 0.099
H -2.14 4.60 0.34 0.067
H -1.04 4.77 1.71 0.063
H -3.56 3.10 1.99 0.084
H -2.45 3.91 4.03 0.102
H -2.46 2.15 3.96 0.082
H -0.99 3.06 3.59 0.036
H -3.76 0.65 2.08 0.078
H -2.20 0.36 2.82 0.063
H -0.61 -1.47 -3.73 0.064
H 0.89 -1.77 -2.87 0.084
H -2.00 1.32 -2.15 -0.010
H -1.28 2.28 -4.93 0.077
H -0.87 3.19 -3.48 0.025
H -2.56 2.84 -3.87 0.096
H -1.99 -0.20 -4.80 0.083
H -3.38 0.57 -4.06 0.094
H -2.63 -0.80 -3.25 0.075
H 2.16 0.20 -3.67 0.060
H -0.14 0.66 -5.63 0.068
H 0.64 -0.89 -5.26 0.077
H 1.55 0.39 -6.04 0.101
H 0.96 2.78 -4.73 0.074
H 2.65 2.28 -4.67 0.091
H 1.83 2.76 -3.19 0.031
H -0.28 -3.48 -3.93 0.106
H -1.03 -5.78 -4.29 0.115
H -2.40 -6.96 -2.58 0.115
H -3.05 -5.74 -0.51 0.127
H -4.79 -3.95 -1.24 0.117
H -7.03 -3.01 -0.68 0.109
H -7.21 -1.25 1.06 0.113
H -5.20 -0.26 2.04 0.099
H -4.04 -4.61 1.77 0.129
H -3.24 -5.80 3.80 0.113
H -0.85 -5.66 4.43 0.112
H 0.71 -4.27 3.13 0.108
H 1.88 -3.51 1.30 0.108
H 1.41 -2.26 2.42 0.068
H 3.72 -3.01 -0.22 0.097
H 0.97 -3.43 -1.12 0.034
H 2.23 -4.61 -0.81 0.098
H 2.12 -3.85 -2.40 0.087
H 3.10 -1.70 -2.89 0.064
H 4.37 -2.84 -2.49 0.104
H 4.45 -1.20 -1.85 0.052
H 3.86 -2.26 1.82 0.113
H 4.99 0.20 0.40 0.066
H 5.83 -0.75 1.61 0.095
H 5.39 -1.50 0.08 0.075
H 3.07 0.60 2.46 0.024
H 4.38 -0.20 3.30 0.103
H 2.74 -0.84 3.44 0.072
H -2.62 2.65 -1.18 0.061
H -5.05 2.33 0.66 0.090
H -5.09 2.92 -1.00 0.100
H -4.24 3.86 0.23 0.070
H -4.50 0.32 -0.68 0.084
H -2.93 0.02 -1.40 0.035
H -4.09 1.08 -2.21 0.096
C 1.66 3.63 3.76 0.001
C 1.17 2.55 2.87 -0.341
N 0.99 2.66 1.62 -0.128
N 1.25 3.92 1.14 0.021
C 0.93 4.09 -0.11 -0.783
N 1.16 5.28 -0.65 0.143
S 0.17 2.88 -1.08 0.703
C 0.81 1.24 3.41 -0.276
C 0.87 1.01 4.76 0.020
C 0.38 -0.18 5.27 0.010
C -0.21 -1.06 4.40 0.000
C -0.21 -0.75 3.05 -0.169
N 0.33 0.36 2.53 -0.014
H 2.60 3.32 4.23 0.105
H 0.94 3.83 4.57 0.102
H 1.84 4.54 3.21 0.085
H 1.60 6.00 -0.10 0.128
H 0.97 5.45 -1.62 0.105
H 1.30 1.76 5.40 0.129
H 0.44 -0.40 6.34 0.135
H -0.66 -1.99 4.72 0.130
H -0.69 -1.43 2.38 0.048
C 5.71 4.33 1.09 -0.059
C 4.80 3.75 2.00 -0.053
C 3.87 2.85 1.58 -0.081
C 3.74 2.43 0.22 -0.171
C 2.76 1.46 -0.28 -0.263
C 3.09 0.93 -1.50 -0.275
C 4.15 1.36 -2.33 -0.095
C 4.92 2.40 -1.95 -0.012
C 4.76 2.93 -0.65 -0.158
C 5.69 3.91 -0.20 -0.025
H 6.45 5.05 1.42 0.114
H 4.86 4.02 3.05 0.111
H 3.24 2.40 2.32 0.050
H 2.52 0.12 -1.88 -0.011
H 4.31 0.87 -3.29 0.122
H 5.72 2.78 -2.59 0.128
H 6.42 4.28 -0.92 0.121

---

2.
162
Properties=species:S:1:pos:R:3:lowdin_charge:R:1 method="wB97M-V/def2-TZVPD" gap_ev=6.7 total_charge=0 homo_energy_ev=-8.366 de_lowest_kj_mol=0.0 total_energy_ev=-112107.72818
C 0.40 -1.99 5.47 -0.194
Si -0.69 -3.20 4.42 0.576
C -2.38 -3.55 5.26 -0.193
C -0.97 -2.40 2.68 -0.264
C -1.34 -0.85 2.87 -0.267
C -1.52 -0.23 1.43 -0.196
C -2.20 1.21 1.37 -0.219
C -2.99 1.63 2.67 -0.206
C -2.13 2.29 3.83 -0.205
C -1.03 3.34 3.36 -0.193
C 0.38 2.66 3.57 -0.139
C 1.55 3.38 2.80 -0.191
C 2.84 3.59 3.54 -0.032
N 3.97 4.17 2.98 0.124
C 3.75 4.51 1.65 -0.136
C 4.91 5.12 0.90 -0.200
O 6.14 5.26 1.58 -0.016
C 4.86 5.54 -0.49 0.033
C 3.53 5.33 -1.20 -0.249
S 3.46 5.83 -2.96 0.653
C 4.11 4.41 -3.93 -0.125
O 4.30 7.03 -3.09 -0.346
O 2.06 6.10 -3.31 -0.366
C 2.40 4.74 -0.49 0.026
C 2.47 4.31 0.95 -0.177
N 1.33 3.72 1.50 0.171
C 0.34 -4.78 4.17 -0.248
C 1.36 -5.12 5.20 -0.101
C 2.25 -6.28 5.10 -0.081
C 2.14 -7.20 3.93 -0.091
C 1.12 -6.88 2.91 -0.087
C 0.22 -5.70 3.02 -0.092
H 1.39 -1.80 4.96 0.046
H -0.14 -1.00 5.46 0.021
H 0.53 -2.41 6.50 0.029
H -3.17 -3.82 4.50 0.035
H -2.68 -2.63 5.84 0.035
H -2.30 -4.41 5.98 0.025
H -1.77 -2.97 2.14 0.079
H 0.00 -2.54 2.11 0.084
H -2.26 -0.84 3.51 0.099
H -0.43 -0.40 3.36 0.072
H -0.47 -0.12 1.00 0.111
H -2.04 -0.98 0.78 0.107
H -1.41 1.94 1.04 0.067
H -2.96 1.17 0.53 0.091
H -3.58 0.77 3.12 0.103
H -3.77 2.40 2.36 0.110
H -1.59 1.44 4.36 0.087
H -2.80 2.74 4.63 0.110
H -1.21 3.71 2.31 0.102
H -1.13 4.23 4.06 0.112
H 0.31 1.63 3.11 0.111
H 0.62 2.64 4.67 0.118
H 2.90 3.24 4.61 0.124
H 6.59 4.41 1.43 0.103
H 5.75 5.97 -1.02 0.127
H 4.30 4.73 -4.99 0.081
H 3.33 3.61 -3.86 0.070
H 5.03 4.04 -3.40 0.077
H 1.45 4.60 -1.08 0.109
H 1.45 -4.45 6.09 0.075
H 3.00 -6.53 5.88 0.088
H 2.80 -8.09 3.81 0.088
H 1.00 -7.57 2.03 0.079
H -0.54 -5.52 2.21 0.086
C -0.62 3.59 -3.43 -0.092
C -1.14 2.68 -2.41 -0.245
N -1.54 1.96 -1.61 0.158
H 0.15 4.25 -3.04 0.045
H -0.19 3.04 -4.27 0.058
H -1.41 4.23 -3.84 0.040
C -4.84 -6.52 5.07 -0.107
C -3.72 -6.73 4.15 -0.268
N -2.85 -6.90 3.43 0.151
H -4.83 -7.24 5.89 0.049
H -4.82 -5.53 5.51 0.049
H -5.80 -6.63 4.56 0.087
C 0.22 8.35 -5.37 -0.061
C -0.43 7.06 -5.16 -0.241
N -0.94 6.04 -4.98 0.159
H 1.27 8.32 -5.07 0.083
H 0.19 8.64 -6.43 0.023
H -0.27 9.14 -4.80 0.089
C 5.10 0.84 2.39 -0.064
C 4.49 -0.49 2.54 -0.248
N 4.02 -1.53 2.65 0.152
H 6.15 0.83 2.68 0.086
H 5.04 1.19 1.36 0.082
H 4.59 1.59 3.01 0.050
C 1.49 4.41 -7.26 -0.057
C 1.80 3.09 -6.73 -0.270
N 2.05 2.05 -6.31 0.137
H 0.66 4.38 -7.97 0.090
H 1.21 5.11 -6.47 0.054
H 2.34 4.84 -7.79 0.086
C -3.11 -10.92 2.82 -0.090
C -3.53 -10.79 4.21 -0.287
N -3.86 -10.68 5.31 0.109
H -3.29 -10.00 2.26 0.078
H -2.05 -11.14 2.74 0.062
H -3.65 -11.72 2.31 0.036
C 1.63 8.05 0.88 -0.073
C 0.73 9.21 0.90 -0.277
N 0.03 10.11 0.90 0.123
H 2.48 8.20 1.55 0.085
H 1.12 7.14 1.20 0.074
H 2.03 7.87 -0.11 0.073
C 4.23 -4.52 1.41 -0.090
C 4.25 -5.98 1.44 -0.279
N 4.27 -7.13 1.46 0.131
H 3.73 -4.11 2.29 0.050
H 5.23 -4.10 1.37 0.075
H 3.69 -4.15 0.53 0.081
C -0.94 0.32 -5.88 -0.069
C -1.99 -0.18 -6.76 -0.251
N -2.82 -0.58 -7.45 0.146
H -0.62 -0.44 -5.16 0.089
H -0.06 0.62 -6.44 0.046
H -1.28 1.19 -5.31 0.063
C 0.97 -9.19 -0.92 -0.069
C 0.18 -10.12 -0.13 -0.266
N -0.45 -10.86 0.50 0.141
H 1.69 -9.71 -1.55 0.083
H 0.34 -8.58 -1.57 0.083
H 1.53 -8.50 -0.28 0.064
C -3.75 0.66 -10.22 -0.116
C -3.91 1.04 -11.63 -0.288
N -4.04 1.33 -12.73 0.110
H -2.93 -0.04 -10.08 0.061
H -3.55 1.53 -9.59 0.076
H -4.65 0.18 -9.83 0.035
C 0.94 11.39 -8.75 -0.062
C 0.92 9.93 -8.63 -0.260
N 0.92 8.79 -8.53 0.134
H 0.44 11.86 -7.90 0.084
H 1.96 11.77 -8.79 0.085
H 0.42 11.72 -9.65 0.086
C -7.36 3.00 -9.89 -0.068
C -7.04 1.67 -9.35 -0.266
N -6.79 0.63 -8.93 0.142
H -8.19 2.95 -10.59 0.083
H -7.64 3.69 -9.09 0.081
H -6.50 3.43 -10.41 0.080
C 9.77 5.77 3.10 -0.069
C 9.18 4.44 3.25 -0.279
N 8.71 3.40 3.36 0.126
H 10.82 5.77 3.38 0.083
H 9.70 6.12 2.07 0.083
H 9.26 6.50 3.73 0.085
C -6.93 -11.73 1.91 -0.067
C -5.81 -11.93 1.00 -0.284
N -4.94 -12.09 0.27 0.142
H -6.92 -12.45 2.73 0.085
H -6.91 -10.73 2.36 0.083
H -7.89 -11.83 1.41 0.081
C -3.99 -5.38 9.22 -0.057
C -5.01 -5.89 8.30 -0.240
N -5.82 -6.28 7.58 0.141
H -3.72 -6.13 9.96 0.086
H -3.08 -5.10 8.68 0.076
H -4.34 -4.50 9.75 0.084

---

3.
185
Properties=species:S:1:pos:R:3:lowdin_charge:R:1 method="wB97M-V/def2-TZVPD" gap_ev="8.2 / 3.8" spin_multiplicity=2 total_charge=0 homo_energy_ev="-8.540 / -8.540" total_energy_ev=-182953.56949
O 1.34 -1.31 3.15 0.086
C 0.93 -1.03 2.00 -0.338
O 0.52 0.09 1.50 0.230
B 0.08 0.05 0.10 -0.877
O -0.04 -1.41 -0.07 0.224
C 0.51 -2.07 0.90 -0.367
O 0.69 -3.30 1.00 0.084
O 1.00 0.72 -0.86 0.209
C 0.36 1.71 -1.50 -0.335
O 0.76 2.52 -2.30 0.125
C -1.08 1.71 -0.96 -0.252
O -1.20 0.76 -0.02 0.199
O -2.08 2.45 -1.25 0.075
F 7.42 0.42 6.02 0.041
C 6.09 0.61 5.74 -0.285
C 5.31 1.21 6.65 -0.023
C 3.94 1.35 6.46 -0.082
C 3.36 0.84 5.36 -0.087
C 4.14 0.28 4.31 -0.030
C 5.56 0.17 4.51 0.000
H 5.84 1.63 7.49 0.121
H 3.33 1.91 7.16 0.108
H 2.29 0.99 5.32 0.105
H 3.61 -0.17 3.48 0.072
H 6.16 -0.32 3.75 0.091
F -6.66 -4.39 -1.49 0.052
C -5.42 -4.24 -0.94 -0.262
C -5.30 -3.70 0.35 -0.018
C -4.07 -3.52 0.99 -0.059
C -2.91 -4.00 0.39 -0.066
C -3.04 -4.61 -0.86 -0.083
C -4.22 -4.61 -1.54 -0.039
H -6.26 -3.56 0.82 0.110
H -4.11 -3.05 1.96 0.088
H -1.98 -3.86 0.92 0.083
H -2.14 -5.04 -1.28 0.096
H -4.28 -5.02 -2.54 0.112
F -3.24 -2.44 5.60 0.080
C -2.71 -3.59 5.22 -0.298
C -3.05 -4.80 5.79 -0.030
C -2.41 -5.95 5.46 -0.092
C -1.39 -5.90 4.53 -0.093
C -1.04 -4.71 3.91 -0.068
C -1.73 -3.55 4.23 -0.014
H -3.81 -4.77 6.56 0.118
H -2.70 -6.88 5.93 0.109
H -0.86 -6.82 4.33 0.100
H -0.23 -4.70 3.20 0.097
H -1.48 -2.63 3.73 0.108
F -1.99 2.22 -7.74 0.040
C -1.39 3.02 -6.81 -0.265
C -0.55 4.01 -7.29 -0.031
C 0.09 4.83 -6.42 -0.087
C -0.06 4.71 -5.03 -0.094
C -0.93 3.78 -4.55 -0.083
C -1.57 2.88 -5.44 0.011
H -0.28 4.10 -8.33 0.118
H 0.90 5.46 -6.75 0.106
H 0.50 5.37 -4.38 0.095
H -1.17 3.67 -3.50 0.080
H -2.18 2.08 -5.05 0.112
C 0.29 -1.39 -3.66 -0.203
S 1.36 -0.21 -4.60 0.855
O 2.66 -0.88 -4.98 -0.571
C 0.52 -0.41 -6.21 -0.220
H 0.21 -2.35 -4.17 0.054
H -0.72 -0.97 -3.68 0.046
H 0.57 -1.57 -2.62 0.020
H -0.29 0.32 -6.25 0.023
H 0.13 -1.41 -6.40 0.062
H 1.23 -0.11 -6.98 0.056
C 3.32 2.71 -4.72 -0.249
S 4.31 1.83 -3.43 0.852
O 4.61 0.35 -3.80 -0.591
C 5.89 2.71 -3.70 -0.258
H 2.27 2.57 -4.46 -0.002
H 3.48 2.28 -5.71 0.064
H 3.50 3.79 -4.68 0.052
H 5.83 3.76 -3.41 0.046
H 6.25 2.61 -4.73 0.059
H 6.64 2.33 -3.00 0.043
C -4.78 3.27 -0.12 -0.241
S -5.95 3.81 -1.48 0.841
O -6.96 2.68 -1.72 -0.577
C -6.80 5.04 -0.47 -0.284
H -5.30 3.18 0.83 0.049
H -3.94 3.96 -0.02 0.042
H -4.51 2.26 -0.41 0.015
H -6.23 5.96 -0.55 0.041
H -7.01 4.81 0.57 0.055
H -7.76 5.31 -0.92 0.049
C 6.06 -2.07 -1.40 -0.168
S 4.61 -2.90 -2.16 1.065
O 4.64 -2.49 -3.59 -0.279
C 3.23 -1.99 -1.32 -0.141
H 5.97 -2.12 -0.32 0.034
H 6.00 -1.02 -1.68 0.065
H 7.05 -2.50 -1.54 0.078
H 3.15 -0.92 -1.53 0.075
H 3.31 -2.13 -0.24 0.056
H 2.30 -2.44 -1.66 0.051
C -4.11 -0.72 -1.96 -0.051
O -3.46 -0.69 -3.18 -0.044
C -4.24 -0.60 -4.34 -0.450
O -5.45 -0.57 -4.39 0.136
O -3.39 -0.59 -5.47 -0.053
C -3.88 -0.36 -6.76 -0.089
H -3.24 -0.91 -1.33 0.094
H -4.88 -1.49 -1.87 0.100
H -4.39 0.29 -1.66 0.089
H -3.22 -0.79 -7.51 0.090
H -3.94 0.68 -7.09 0.080
H -4.86 -0.79 -6.99 0.093
C -2.88 0.54 2.53 -0.005
O -3.89 -0.46 2.73 -0.017
C -5.06 -0.09 3.28 -0.640
O -5.26 0.96 3.79 0.160
O -5.88 -1.10 3.07 0.000
C -7.04 -1.40 3.85 -0.023
H -2.76 1.09 3.47 0.100
H -3.17 1.26 1.77 0.085
H -1.92 0.24 2.11 0.071
H -7.57 -0.54 4.24 0.096
H -6.79 -2.03 4.71 0.091
H -7.69 -2.03 3.25 0.092
C 1.88 0.78 9.88 -0.086
O 1.26 0.89 8.64 -0.037
C 0.94 -0.24 7.90 -0.569
O 1.29 -1.41 8.08 0.102
O 0.11 0.11 6.98 0.025
C -0.23 -0.84 6.00 -0.048
H 2.23 1.80 10.02 0.095
H 2.67 0.05 10.06 0.097
H 1.13 0.54 10.63 0.094
H 0.60 -1.47 5.68 0.095
H -0.76 -0.35 5.19 0.096
H -0.97 -1.52 6.40 0.087
C 4.31 8.33 1.00 -0.024
O 3.51 7.76 -0.06 0.002
C 3.45 6.45 -0.27 -0.648
O 4.13 5.59 0.25 0.115
O 2.64 6.28 -1.26 0.029
C 2.27 4.99 -1.67 -0.039
H 3.81 8.56 1.94 0.087
H 4.71 9.28 0.64 0.093
H 5.07 7.62 1.32 0.090
H 1.51 5.03 -2.45 0.074
H 1.91 4.35 -0.86 0.102
H 3.12 4.49 -2.13 0.079
C 4.73 -2.77 2.44 -0.034
O 4.76 -4.12 2.82 0.033
C 4.62 -5.06 1.89 -0.536
O 4.53 -4.86 0.63 0.031
O 4.72 -6.24 2.44 0.027
C 4.57 -7.47 1.69 -0.010
H 3.70 -2.53 2.19 0.091
H 5.30 -2.58 1.53 0.065
H 5.19 -2.19 3.25 0.084
H 4.59 -8.37 2.30 0.095
H 5.43 -7.50 1.03 0.099
H 3.64 -7.62 1.14 0.090
C -2.68 5.84 -2.28 -0.031
O -2.34 7.01 -1.52 0.014
C -1.39 6.91 -0.59 -0.573
O -0.77 5.89 -0.37 0.117
O -1.23 8.13 -0.03 0.006
C -0.22 8.29 0.93 -0.051
H -3.75 5.94 -2.43 0.080
H -2.44 4.86 -1.86 0.066
H -2.35 5.83 -3.32 0.082
H 0.68 7.72 0.71 0.082
H -0.73 7.95 1.83 0.104
H 0.19 9.28 1.09 0.096
C 1.69 -5.58 -0.94 -0.038
O 1.21 -6.55 -1.86 0.008
C 0.53 -6.18 -2.95 -0.576
O 0.13 -5.06 -3.17 0.105
O 0.22 -7.22 -3.76 -0.004
C -0.74 -7.00 -4.79 -0.046
H 0.94 -4.80 -0.81 0.072
H 2.64 -5.14 -1.25 0.068
H 1.85 -6.06 0.02 0.092
H -0.37 -6.40 -5.63 0.100
H -1.65 -6.58 -4.37 0.092
H -1.08 -7.98 -5.10 0.095